No. 1
The following is a DFT calculation (wB97M-V/def2-TZVPD) of a 4-piece molecular cluster, C31H67BClO17P2 overall at a distorted geometry.

Geometry as XYZ:
```
119
Properties=species:S:1:pos:R:3:forces:R:3:lowdin_charge:R:1
C 6.7705 2.6587 1.2837 0.083 -0.508 -0.309 0.006
C 7.4562 3.5003 0.1828 -1.002 -0.760 0.582 -0.526
O 7.4374 4.6778 0.2805 0.309 1.360 -0.212 0.134
O 8.0490 2.9019 -0.9154 0.255 -0.634 0.807 -0.045
C 9.3242 2.3173 -0.5998 0.965 -0.074 -0.843 -0.191
C 9.5256 0.9415 -1.3175 -1.148 -0.478 0.577 -0.160
C 8.2012 0.0822 -1.2640 0.369 0.199 -0.073 -0.200
C 7.3890 0.0844 -2.6058 -0.824 -1.029 0.567 -0.190
C 5.8351 0.2941 -2.3412 0.545 -0.084 -0.708 -0.199
C 5.2318 1.5305 -3.0688 -0.640 0.227 -0.608 -0.083
B 4.1607 2.3755 -2.1247 1.916 -0.006 -1.074 -0.979
O 5.0220 3.4194 -1.5048 -0.664 0.105 0.657 0.027
O 3.0088 3.0361 -2.7945 -1.852 -0.470 0.262 -0.004
C 2.1402 3.2509 -1.6936 1.245 2.718 1.379 -0.488
P 0.4219 3.8658 -2.0739 -1.192 -1.617 -1.651 0.647
O 0.4901 5.2477 -3.0332 0.352 -0.276 2.095 -0.361
Cl -0.2451 4.5222 -0.1683 0.811 0.174 -0.504 0.194
C 2.2661 2.0129 -0.6629 1.066 -1.379 -2.747 -0.463
C 1.2486 0.8407 -0.8745 -0.691 -0.935 3.417 -0.054
C 1.0781 0.0382 0.5247 -3.228 1.876 -1.858 -0.261
C -0.1121 -1.1093 0.4829 1.435 -0.439 0.923 -0.050
O -0.1135 0.2983 1.2392 3.958 -0.592 0.212 -0.160
P 2.8435 2.4421 1.0628 0.754 1.987 0.061 0.765
O 3.6521 3.6954 1.1489 -0.479 -0.591 -0.015 -0.428
O 3.4752 1.4410 -1.2182 0.126 0.240 1.770 -0.046
H 7.4686 1.9146 1.7231 -0.357 0.376 -0.231 0.074
H 6.3880 3.3458 2.0613 0.399 -0.321 -0.520 0.086
H 5.8843 2.1167 0.8889 0.679 0.363 -0.115 0.062
H 9.4952 2.2592 0.4959 -0.307 -0.188 -0.531 0.122
H 10.1027 3.0065 -1.0065 -0.435 -0.278 0.445 0.121
H 10.3128 0.3553 -0.7923 -0.147 0.674 -0.481 0.102
H 9.7787 1.0994 -2.3843 0.156 -0.051 0.655 0.101
H 7.5997 0.4795 -0.4158 0.159 -0.225 -0.701 0.086
H 8.4096 -0.9813 -0.9984 0.127 0.741 -0.137 0.101
H 7.7938 0.7814 -3.3645 -0.292 -0.107 0.588 0.098
H 7.4939 -0.9431 -3.0332 0.145 0.726 0.063 0.093
H 5.7232 0.3299 -1.2381 -0.216 0.259 -0.622 0.089
H 5.2719 -0.6107 -2.6756 0.415 0.509 0.305 0.099
H 4.7557 1.2702 -4.0526 0.403 -0.264 0.682 0.094
H 6.0369 2.2563 -3.3337 -0.402 -0.552 0.274 0.091
H 5.0677 4.1739 -2.1073 0.009 -0.306 0.239 0.091
H 2.6148 4.1394 -1.1846 -0.410 -0.712 0.331 0.108
H 0.4473 5.9898 -2.3984 0.292 0.058 -0.610 0.026
H 0.2075 1.1506 -1.0824 0.596 -0.207 -0.252 0.090
H 1.6332 0.0268 -1.5108 -0.030 1.049 -0.363 0.122
H 2.0119 -0.2122 1.1021 -1.131 0.010 -0.465 0.131
H 0.6889 -1.8333 0.9029 -0.522 0.665 0.883 0.069
H -0.8336 -1.4120 1.2692 -0.799 -0.432 -1.559 0.101
H 3.6379 1.3420 1.5187 -0.717 -0.096 -0.342 0.032
H 1.7613 2.5781 1.9786 -0.121 -0.687 -0.311 0.015
C -7.0300 5.6527 0.7964 0.221 -0.110 0.044 -0.116
O -6.2097 4.5592 1.1417 -0.250 -0.063 -0.215 -0.199
C -6.8211 3.7008 2.0925 0.509 0.097 -0.050 -0.198
C -6.2568 2.2949 1.9861 -0.170 -0.063 0.050 -0.187
O -6.7800 1.5486 0.8918 0.012 0.122 0.059 -0.138
C -6.3458 1.9358 -0.4099 -0.006 -0.251 -0.065 -0.177
C -4.9010 1.5719 -0.6958 0.113 0.544 -0.050 -0.201
O -4.0212 2.4869 -0.0664 -0.128 -0.164 0.256 -0.200
C -2.7602 1.9097 0.2180 -0.047 0.118 -0.009 -0.118
H -7.1944 6.3032 1.6627 -0.136 0.055 -0.030 0.086
H -6.5228 6.2203 0.0168 0.062 -0.028 0.072 0.089
H -7.9909 5.3058 0.3988 -0.080 0.065 0.081 0.085
H -7.9062 3.6677 1.9428 -0.031 -0.025 -0.003 0.125
H -6.6047 4.1049 3.0907 -0.179 -0.130 0.115 0.128
H -6.5652 1.7473 2.8809 -0.108 0.027 -0.043 0.113
H -5.1660 2.2961 1.9776 0.014 0.225 -0.107 0.124
H -6.5442 2.9926 -0.5943 0.233 0.055 0.066 0.119
H -6.9757 1.3699 -1.1015 0.011 -0.080 0.083 0.124
H -4.7182 1.6248 -1.7773 -0.108 -0.229 -0.067 0.129
H -4.7097 0.5498 -0.3480 -0.030 -0.030 -0.010 0.123
H -2.8762 1.0362 0.8699 0.067 -0.101 -0.100 0.077
H -2.1577 2.6498 0.7421 -0.075 -0.011 -0.107 0.048
H -2.2486 1.6234 -0.7073 0.082 -0.100 0.085 0.085
C -0.5650 -2.0873 -5.4132 0.147 -0.157 0.007 -0.113
O 0.2550 -3.0369 -4.7665 -0.304 -0.021 0.118 -0.207
C 0.9536 -2.4813 -3.6587 0.189 -0.288 -0.258 -0.194
C 1.3042 -3.5603 -2.6503 -0.009 0.235 0.130 -0.173
O 0.2080 -3.9587 -1.8312 0.017 -0.172 -0.143 -0.135
C -0.8125 -4.7246 -2.4595 0.030 0.047 0.248 -0.181
C -0.3951 -6.1462 -2.7914 -0.100 0.178 -0.440 -0.201
O 0.4151 -6.1745 -3.9586 0.228 0.002 0.151 -0.203
C 1.2860 -7.2825 -3.9832 -0.155 0.153 -0.081 -0.119
H 0.0408 -1.2923 -5.8605 -0.100 0.116 0.025 0.090
H -1.1169 -2.6003 -6.2010 0.091 -0.035 0.000 0.084
H -1.2883 -1.6580 -4.7108 0.040 0.132 -0.019 0.088
H 0.3499 -1.7106 -3.1674 0.000 0.006 0.045 0.122
H 1.8768 -2.0281 -4.0422 0.028 0.145 0.212 0.132
H 2.0398 -3.1393 -1.9600 -0.099 0.051 0.036 0.126
H 1.7756 -4.4209 -3.1268 -0.111 0.024 -0.196 0.118
H -1.2132 -4.2054 -3.3315 0.133 -0.148 -0.155 0.120
H -1.6199 -4.7783 -1.7243 0.070 -0.028 0.053 0.127
H -1.2897 -6.7499 -2.9948 -0.067 -0.042 0.222 0.125
H 0.1423 -6.5748 -1.9377 0.004 0.020 0.025 0.125
H 1.9451 -7.2756 -3.1076 -0.020 -0.121 0.037 0.087
H 1.9039 -7.2065 -4.8775 -0.087 0.027 -0.011 0.088
H 0.7197 -8.2209 -4.0184 0.100 -0.082 0.067 0.085
C -7.2466 -2.0654 2.8191 0.179 -0.143 0.020 -0.107
O -5.9396 -2.3012 3.2980 -0.201 0.143 0.232 -0.201
C -5.0680 -1.2069 3.0455 0.156 -0.481 0.018 -0.190
C -3.9296 -1.1865 4.0493 0.015 0.216 -0.108 -0.169
O -4.2993 -0.6717 5.3264 -0.063 -0.159 -0.012 -0.126
C -5.1358 -1.4951 6.1310 0.125 0.174 0.080 -0.182
C -4.4304 -2.7132 6.6993 -0.332 -0.223 -0.268 -0.201
O -4.2981 -3.7246 5.7105 0.235 0.105 -0.071 -0.204
C -3.1980 -4.5739 5.9518 -0.196 0.047 -0.047 -0.115
H -7.2498 -1.9766 1.7279 -0.113 0.128 -0.007 0.089
H -7.8690 -2.9120 3.1095 0.090 -0.033 -0.022 0.085
H -7.6668 -1.1593 3.2701 -0.027 0.071 -0.131 0.087
H -5.6125 -0.2595 3.0973 0.005 0.016 -0.023 0.104
H -4.6618 -1.3353 2.0335 0.079 0.259 -0.019 0.129
H -3.1685 -0.4986 3.6717 -0.072 0.074 0.055 0.126
H -3.4545 -2.1641 4.1393 -0.191 -0.114 -0.038 0.119
H -6.0493 -1.7668 5.5995 0.092 -0.231 -0.052 0.120
H -5.4339 -0.8621 6.9711 0.099 0.014 0.004 0.125
H -5.0281 -3.1294 7.5211 0.061 0.155 0.171 0.125
H -3.4476 -2.4168 7.0829 0.003 0.035 -0.002 0.126
H -2.2655 -3.9992 5.9822 0.041 -0.047 0.109 0.088
H -3.1346 -5.2861 5.1297 -0.087 0.023 0.027 0.088
H -3.3304 -5.1231 6.8914 0.137 -0.013 0.026 0.086
```
Positions in Å, forces in eV/Å.

HOMO energy   -5.165 eV
Charge   -1
Gap between HOMO and LUMO   7.26 eV
Strongest force on any atom   4.17 eV/A

No. 2
The following is a DFT calculation (wB97M-V/def2-TZVPD) of C31H67F9HgN10O16S2 as an isolated structure at a distorted geometry.

Geometry as XYZ:
```
136
Properties=species:S:1:pos:R:3:forces:R:3:lowdin_spin:R:1
Hg 2.5657 3.8094 -0.2895 -0.558 0.571 -0.923 0.522
O -0.3030 5.3747 -2.8964 3.105 1.085 0.608 0.013
H 0.0533 4.5905 -2.4726 1.131 -2.047 0.482 0.006
H -1.1939 5.1778 -3.1949 -3.340 -0.280 -1.051 0.000
H -0.3167 6.0564 -2.2206 -0.180 0.646 0.250 0.003
C 0.6352 1.5612 -1.3128 0.815 1.849 -1.022 0.009
O 1.5281 1.4370 -0.2458 0.642 -1.835 0.985 0.024
O 1.0683 2.7802 -1.9197 -1.141 -1.820 -0.039 0.156
C 0.5615 0.2304 -2.2569 1.478 2.432 1.881 0.004
F -0.3029 0.4212 -3.2066 -1.614 0.701 -2.126 0.001
F 1.6747 -0.2170 -2.7705 2.823 0.894 -1.770 0.000
F 0.1907 -0.8306 -1.6309 -2.541 -2.356 2.795 0.001
C 1.5275 0.2819 0.6400 -0.283 -0.056 -0.187 0.000
C 0.3468 0.2608 1.5799 -0.033 -0.015 0.323 0.001
H 0.4346 1.1067 2.2617 -0.125 -0.005 -0.144 0.000
H -0.6433 0.2612 1.1240 0.167 0.088 -0.131 0.000
H 0.4282 -0.6249 2.2100 -0.055 -0.229 0.004 0.000
H 2.4119 0.2763 1.2770 0.279 0.871 -0.267 0.001
H 1.6470 -0.6551 0.0962 -0.323 0.060 -0.352 0.000
H -0.3856 1.6904 -0.9530 -0.348 -0.368 0.123 0.000
C -2.9344 3.0517 -1.4525 -2.200 0.416 -1.630 0.000
F -2.5107 2.0788 -2.3424 -0.063 1.648 1.553 0.000
F -3.8130 2.4648 -0.6064 1.129 0.605 -0.736 0.000
F -1.9774 3.6695 -0.7923 0.681 -0.881 0.078 0.001
S -3.9106 4.5293 -2.3778 -0.987 -1.484 1.624 0.000
O -5.1466 3.8948 -2.8270 2.272 0.388 -0.227 0.000
O -4.1366 5.5909 -1.4335 1.113 -0.584 0.244 0.000
N -2.6895 5.0440 -3.5259 -1.144 -1.971 2.796 0.000
S -3.6570 5.7530 -4.5078 -1.226 0.380 -6.474 0.000
O -4.3255 4.7620 -5.3647 0.507 1.583 1.200 0.000
O -4.4088 6.8200 -3.9106 0.354 -0.117 -0.404 0.000
C -2.4284 6.4830 -5.8818 -0.341 0.454 0.899 0.000
F -1.9177 5.5575 -6.6757 -0.210 0.051 0.654 0.000
F -3.0955 7.3521 -6.6523 0.032 -0.297 0.570 0.000
F -1.4153 7.1573 -5.2704 -0.273 -0.340 -0.220 0.000
C 0.6702 -6.4278 1.8382 0.185 1.120 -0.419 0.024
C 0.5386 -4.8147 1.6653 -2.137 -2.506 0.032 0.022
C -0.5686 -4.3782 2.6955 -0.222 0.116 -1.504 0.000
C -0.1233 -4.3660 4.0977 -0.800 -0.823 0.203 0.000
C 0.9853 -3.3920 4.2403 -0.147 -0.246 -0.023 0.000
C 2.2080 -3.8347 3.3788 -0.619 1.433 1.227 0.016
N 1.7849 -4.1127 1.9252 4.742 -1.058 -1.853 0.321
O 2.9423 -4.4574 1.0032 -4.934 1.446 3.924 0.597
C 3.1116 -2.6157 3.4738 0.993 0.715 -1.401 0.002
C 2.8702 -4.9790 4.0975 0.374 -2.231 -1.906 0.011
C -0.0114 -4.6468 0.2167 0.876 1.114 -0.245 0.003
H -0.1528 -6.8517 1.2626 -0.099 -0.067 0.229 0.002
H 0.6371 -6.8082 2.8591 -0.111 0.260 0.021 0.001
H 1.5865 -6.8020 1.3817 0.116 0.269 -0.054 0.003
H -1.0211 -3.4008 2.5281 0.452 0.494 -0.715 0.000
H -1.4651 -4.9966 2.6502 0.287 -0.628 -0.607 0.000
H 0.1784 -5.3839 4.3447 0.054 0.071 0.525 0.000
H -1.0665 -4.1461 4.5978 0.406 0.212 0.942 0.000
H 1.2801 -3.3310 5.2879 0.438 0.064 -0.069 0.000
H 0.6321 -2.3990 3.9621 0.085 0.133 -0.212 0.000
H 4.1823 -2.8101 3.4116 0.005 -0.427 -0.246 0.000
H 2.8717 -1.9945 2.6108 0.055 0.315 0.007 -0.001
H 3.0193 -1.9885 4.3604 -0.536 -0.370 0.175 0.000
H 3.5867 -5.4036 3.3942 0.953 0.537 0.103 0.001
H 3.3417 -4.7981 5.0634 -0.330 0.301 -0.175 0.001
H 2.2616 -5.8831 4.0772 -0.658 0.198 0.932 0.000
H -1.0586 -4.8503 -0.0072 -0.161 -0.549 0.959 0.000
H 0.5603 -5.2269 -0.5078 0.235 0.077 0.112 -0.001
H 0.0484 -3.5969 -0.0699 0.418 0.220 -0.063 0.000
O 1.8098 3.4628 1.8742 0.013 1.351 3.582 0.106
C 1.2527 3.9427 2.9461 6.533 0.409 -4.751 0.018
N 0.1206 3.4868 3.1924 -6.402 0.103 2.814 0.004
C 1.8926 5.0171 3.8782 0.207 -0.684 -0.976 0.001
H -0.4481 2.8264 2.6820 0.352 -0.311 -0.829 0.000
H -0.4546 4.2575 3.5012 -0.528 -0.419 1.069 0.002
H 2.6040 5.5928 3.2861 -0.157 0.015 -0.018 0.001
H 2.4768 4.5305 4.6591 -0.069 -0.309 -0.090 0.000
H 1.2116 5.6897 4.3998 -0.334 -0.177 -0.298 0.000
O 0.3779 3.9093 -6.7089 1.865 -1.317 2.034 0.000
C 0.6510 3.2375 -5.6766 -0.950 2.049 -3.424 0.000
N -0.3444 2.9671 -4.8453 -1.158 -0.892 1.728 0.001
C 1.9574 2.7249 -5.1738 1.629 0.151 0.158 0.001
H -1.2567 3.3838 -4.9643 0.048 -0.251 -0.423 0.000
H -0.2440 2.1831 -4.2165 -0.170 0.523 0.220 0.000
H 2.8203 2.6601 -5.8366 -0.675 -0.378 -0.862 0.000
H 1.8413 1.7986 -4.6110 0.010 0.027 -0.079 0.000
H 2.3994 3.4439 -4.4840 -0.616 0.221 0.540 0.001
O -2.3301 2.0272 2.1086 0.088 0.301 0.412 0.000
C -3.3767 2.2351 2.7402 2.591 -1.412 -1.801 0.000
N -3.5318 3.2733 3.5209 -1.063 2.000 1.562 0.000
C -4.4965 1.2984 2.6505 -0.530 -0.109 0.121 0.000
H -2.8467 3.9998 3.6721 -0.059 -0.338 -0.378 0.000
H -4.4676 3.4694 3.8465 0.264 0.052 0.223 0.000
H -4.9962 1.3582 3.6173 -0.645 -0.419 -0.342 0.000
H -4.1611 0.2870 2.4206 -0.042 0.167 0.159 0.000
H -5.0761 1.6686 1.8049 -0.568 -0.200 0.168 0.000
O -3.2643 -3.0528 -2.3941 0.568 -0.098 -1.473 0.000
C -2.6219 -2.6574 -3.3950 0.680 -3.505 3.727 0.000
N -2.8901 -1.5723 -3.9960 -0.417 2.832 -2.052 0.000
C -1.3320 -3.3203 -3.8621 -0.320 -1.351 1.016 0.000
H -2.0831 -1.2494 -4.5104 -0.860 0.944 -0.428 0.000
H -3.6934 -1.0395 -3.6945 0.342 0.404 -0.247 0.000
H -1.1768 -4.1661 -3.1923 0.107 0.109 0.200 0.000
H -0.4814 -2.6536 -3.7207 -0.038 0.075 -0.402 0.000
H -1.3864 -3.8110 -4.8339 -0.021 0.671 -0.294 0.000
O -4.4220 -2.3970 2.2420 0.176 0.842 1.543 0.000
C -3.9347 -2.4200 1.1241 1.070 0.939 0.718 0.000
N -4.3619 -3.2632 0.2557 -2.006 -2.747 -1.998 0.000
C -2.8877 -1.5288 0.5477 -0.133 0.448 0.550 0.000
H -5.1907 -3.7560 0.5563 0.117 -0.273 -0.293 0.000
H -4.0979 -3.2699 -0.7192 0.137 0.040 -0.089 0.000
H -2.0850 -2.1048 0.0872 0.101 0.099 0.208 0.000
H -2.5661 -0.8392 1.3281 0.276 0.146 -0.430 0.000
H -3.4415 -1.0543 -0.2623 0.429 0.611 -0.046 0.000
O 6.6388 -0.8353 -3.0006 -1.730 -1.520 0.074 0.000
C 5.9348 -1.8384 -3.2972 0.810 2.795 0.242 0.000
N 6.4514 -2.7894 -4.0560 0.080 -1.933 -0.776 0.000
C 4.4502 -2.0103 -3.0101 -0.382 -0.665 0.575 0.000
H 7.4156 -2.8270 -4.3542 -0.120 0.421 0.285 0.000
H 5.8896 -3.6043 -4.2569 0.201 0.171 -0.034 0.000
H 4.0709 -2.9878 -3.3080 0.255 -0.066 -0.611 0.000
H 3.8081 -1.2609 -3.4728 0.398 0.169 0.062 0.000
H 4.1970 -2.0789 -1.9522 0.420 0.708 0.249 0.000
O -3.0568 -0.1058 6.6804 0.928 1.070 2.370 0.000
C -2.7977 -0.6566 5.6385 2.467 2.883 0.571 0.000
N -3.7251 -1.3394 5.1058 -3.719 -3.429 -2.804 0.000
C -1.5177 -0.4066 4.8450 -0.491 -0.891 0.203 0.000
H -4.5624 -1.4475 5.6602 0.085 0.163 -0.060 0.000
H -3.8289 -1.5854 4.1317 0.383 -0.352 -0.232 0.000
H -0.6457 -0.4654 5.4964 -0.133 0.316 0.022 0.000
H -1.6161 0.5598 4.3507 0.243 -0.040 0.013 0.000
H -1.4352 -1.2105 4.1135 0.173 0.183 -0.332 0.000
O 4.1371 2.2194 0.0283 0.400 -0.907 0.427 0.103
C 4.6199 1.3147 -0.6529 0.522 1.099 -1.112 0.009
N 4.6266 1.2894 -2.0108 0.451 -0.362 0.698 0.000
C 5.4030 0.1898 -0.0362 0.507 0.936 0.201 0.003
H 4.2890 2.0220 -2.6185 -0.113 0.161 0.479 0.003
H 5.4503 0.7768 -2.2918 -0.168 -0.402 -1.057 0.000
H 4.7207 -0.2570 0.6870 0.506 -0.637 -0.102 0.000
H 6.2552 0.6509 0.4630 -0.317 0.287 0.706 0.000
H 5.9684 -0.3930 -0.7634 -0.960 -0.724 -0.049 0.000
```
Positions in Å, forces in eV/Å.

<S²>   2.010
Multiplicity   3
HOMO energy (alpha / beta)   -7.578 / -9.239 eV
Charge   0
Gap between HOMO and LUMO (alpha / beta)   7.41 / 7.77 eV
Strongest force on any atom   8.09 eV/A

Number 1: calculated total energy -99810.5569 eV. Number 2: calculated total energy -131191.3211 eV.